Record 1
# C4H13NSi

A cluster of 2 separate species, C4H13NSi in total (ωB97M-V/def2-TZVPD, OMol25).

Last column: natural (NBO) charge in e.
Geometry (Å):
C: -0.665 -1.557 -0.728  -0.592
C: -0.957 -1.470 1.703  -0.612
C: -0.072 0.471 0.553  -0.632
C: -1.126 -0.655 0.414  -0.282
N: 2.138 2.613 -0.861  -1.277
Si: 1.003 1.499 -1.535  1.202
H: 0.385 -1.758 -0.665  0.206
H: -1.008 -1.150 -1.808  0.205
H: -1.104 -2.512 -0.508  0.201
H: -0.011 -1.879 1.712  0.199
H: -1.596 -2.423 1.802  0.199
H: -1.229 -1.031 2.699  0.217
H: -0.450 1.487 0.780  0.191
H: 0.752 0.247 1.175  0.183
H: -2.122 -0.150 0.225  0.211
H: 1.628 3.369 -0.493  0.374
H: 2.675 2.305 0.036  0.400
H: 1.751 0.447 -2.270  -0.188
H: 0.006 2.145 -2.231  -0.208

Its relative energy (zero: lowest compared OMol25 entry of this formula, charge and spin) is 64.23 kcal/mol. The molar mass comes out at 103.24 g/mol. Its total charge is 0. The maximum force is 5.168 eV Å⁻¹. The multiplicity is 1. For the gap between HOMO and LUMO, the calculation gives 8.8 eV.



Record 2
# H14O7

A cluster of 7 separate species, H14O7 in total (ωB97M-V/def2-TZVPD, OMol25).

Last column: natural (NBO) charge in e.
Geometry (Å):
O: -6.753 -19.205 -9.818  -0.975
H: -5.877 -19.423 -9.498  0.437
H: -6.655 -18.338 -10.213  0.469
O: -8.428 -19.117 -8.165  -0.963
H: -7.723 -19.758 -8.252  0.483
H: -8.361 -18.808 -7.261  0.437
O: -5.058 -16.103 -11.231  -0.989
H: -5.670 -16.715 -10.824  0.453
H: -5.435 -15.924 -12.093  0.451
O: -5.357 -21.137 -8.995  -0.946
H: -5.300 -20.912 -8.066  0.500
H: -4.455 -21.332 -9.250  0.506
O: -6.714 -16.961 -10.057  -0.873
H: -7.514 -16.453 -10.193  0.515
H: -6.487 -16.812 -9.139  0.511
O: -7.565 -21.361 -8.307  -0.948
H: -7.960 -21.848 -9.031  0.482
H: -6.729 -21.051 -8.654  0.459
O: -5.519 -20.624 -11.823  -0.925
H: -5.358 -20.714 -10.883  0.463
H: -5.072 -21.374 -12.215  0.455

Its relative energy (zero: lowest compared OMol25 entry of this formula, charge and spin) is 126.93 kcal/mol. As for the SMILES: O.O.O.O.O.O.O. The molar mass comes out at 126.10 g/mol. Its total charge is 0. The maximum force is 4.070 eV Å⁻¹. The multiplicity is 1. For the gap between HOMO and LUMO, the calculation gives 9.2 eV.